Molecular formula: C4H11N3
Method: DFT, wB97M-V/def2-TZVPD

electronic energy: -8796.0731 eV
structure (SMILES): [H]/N=C(/N)NCCC
F_max: 3.09 eV Å⁻¹
2S+1: 1
gap between HOMO and LUMO: 9.627 eV
HOMO: -8.70 eV
energy above the lowest of the compared OMol25 structures with the same formula, charge and spin: 35.65 kcal per mole

Positions of all 18 atoms, in Å:
C1 2.55924 -0.02561 0.83814
C2 1.09429 0.47563 1.08536
C3 0.42175 0.33995 -0.26107
N1 -1.05762 0.61609 -0.27169
C4 -1.94584 -0.35737 -0.58482
N2 -1.72125 -1.16201 -1.71624
N3 -3.11631 -0.44797 -0.01577
H1 2.54524 -1.11206 0.73120
H2 3.22961 0.29863 0.04553
H3 3.08717 0.25576 1.76146
H4 0.56648 0.00646 1.91871
H5 1.13776 1.53792 1.38117
H6 0.53001 -0.65314 -0.67583
H7 0.76674 1.14687 -0.92563
H8 -1.33423 1.44788 0.21945
H9 -2.61345 -1.48480 -2.06194
H10 -1.20857 -0.65736 -2.43039
H11 -2.94103 -0.22488 0.96237

Forces on the atoms, in the same order (eV/Å):
-0.184 -0.423 2.187
1.239 0.885 -1.282
-2.223 1.590 -0.373
2.549 -0.799 0.165
-3.076 0.142 -0.265
0.691 1.050 0.282
1.309 -0.901 0.158
0.038 -0.052 0.290
-0.851 0.785 -0.480
0.225 -0.553 -0.187
0.308 -0.602 -0.285
-0.055 -0.200 -0.254
0.328 -0.078 -0.214
0.844 -0.740 0.006
-0.507 -0.379 0.209
-0.002 -0.258 0.158
-0.029 -0.162 -0.088
-0.602 0.695 -0.029